A 2-piece molecular cluster, C2H2ClNO overall at a distorted geometry, computed with wB97M-V/def2-TZVPD.

```
7
Properties=species:S:1:pos:R:3:nbo_charge:R:1
C -0.025 -1.196 -1.065 0.627
C -0.148 -0.787 0.278 0.003
N 0.650 -0.114 -0.624 -0.583
O -0.341 -1.974 -1.898 -0.478
Cl 0.448 -1.574 1.771 -0.006
H -1.518 0.366 0.964 0.035
H 1.585 0.004 -0.509 0.402
```

Results
HOMO-LUMO gap (alpha / beta) ... 8.885 / 8.887 eV
Relative energy (zero: lowest compared OMol25 entry of this formula, charge and spin) ... 4.291 eV
Largest force on an atom ... 0.13295 Eh/bohr

A 2-piece molecular cluster, CH4NO2P overall at a distorted geometry, computed with wB97M-V/def2-TZVPD.

```
9
Properties=species:S:1:pos:R:3:nbo_charge:R:1
C 0.594 0.811 -0.200 -0.634
N -1.529 -0.073 -0.047 0.533
O -1.395 -1.242 -0.184 -0.368
O -2.429 0.619 0.177 -0.322
P 1.558 -0.630 0.026 0.368
H 0.780 0.973 -1.243 0.199
H 0.433 1.653 0.423 0.228
H 0.715 -1.539 -0.375 0.017
H 1.273 -0.572 1.424 -0.021
```

Results
HOMO-LUMO gap (alpha / beta) ... 7.856 / 8.360 eV
Relative energy (zero: lowest compared OMol25 entry of this formula, charge and spin) ... 6.884 eV
Largest force on an atom ... 0.10638 Eh/bohr

A 2-piece molecular cluster, C10H16O overall at a distorted geometry, computed with wB97M-V/def2-TZVPD.

```
27
Properties=species:S:1:pos:R:3:nbo_charge:R:1
C 0.664 1.309 3.405 -0.620
C 0.348 0.117 2.473 -0.422
C 0.581 0.391 1.002 -0.033
C -0.366 1.113 0.251 -0.204
C -0.150 1.133 -1.105 -0.258
C 0.881 0.388 -1.699 0.283
O 0.764 0.265 -3.081 -0.690
C 1.904 -0.167 -0.975 -0.289
C 1.717 -0.123 0.420 -0.186
H 1.128 1.029 4.345 0.217
H -0.277 1.808 3.673 0.204
H 1.105 2.137 2.848 0.216
H 0.859 -0.798 2.758 0.210
H -0.719 -0.080 2.603 0.210
H -1.134 1.751 0.664 0.224
H -0.578 1.765 -1.874 0.230
H 0.963 -0.667 -3.249 0.480
H 2.783 -0.631 -1.398 0.224
H 2.450 -0.477 1.135 0.211
C -2.977 -2.104 -1.028 -0.628
C -2.084 -1.518 0.035 -0.640
H -4.030 -2.182 -0.767 0.209
H -2.932 -1.631 -1.999 0.207
H -2.677 -3.080 -1.416 0.206
H -1.705 -0.543 -0.284 0.227
H -1.185 -2.079 0.299 0.209
H -2.536 -1.254 0.995 0.204
```

Results
SMILES ... CCc1ccc(O)cc1.CC
HOMO-LUMO gap ... 9.374 eV
Relative energy (zero: lowest compared OMol25 entry of this formula, charge and spin) ... 1.953 eV
Largest force on an atom ... 0.03197 Eh/bohr

A 17-piece molecular cluster, C7H42BrCl2NO17 overall at a distorted geometry, computed with wB97M-V/def2-TZVPD.

```
70
Properties=species:S:1:pos:R:3:nbo_charge:R:1
C -1.563 0.926 -3.716 -0.640
C -1.229 1.459 -2.331 -0.139
Cl -2.775 2.031 -1.570 -0.128
C -0.522 0.409 -1.481 -0.441
C -0.149 0.773 -0.030 -0.319
C -1.204 0.947 1.081 -0.472
C -1.443 -0.460 1.600 0.104
Cl -2.102 -0.428 3.261 0.001
Br -2.696 -1.517 0.519 0.023
N -0.118 -1.049 1.562 -0.684
C 0.608 -0.429 0.523 0.738
O 1.691 -0.846 0.157 -0.633
H -1.971 1.714 -4.354 0.228
H -2.327 0.145 -3.627 0.213
H -0.675 0.499 -4.190 0.264
H -0.603 2.354 -2.405 0.216
H 0.430 0.225 -2.003 0.268
H -1.071 -0.539 -1.524 0.227
H 0.530 1.632 -0.014 0.248
H -2.085 1.561 0.922 0.271
H -0.662 1.424 1.912 0.238
H -0.105 -2.060 1.475 0.425
O 1.759 -1.660 -2.681 -0.962
H 2.080 -2.496 -3.034 0.484
H 1.951 -1.720 -1.739 0.478
O 2.225 0.192 3.444 -0.970
H 1.586 -0.163 2.816 0.469
H 3.084 0.026 3.033 0.501
O 4.089 0.732 0.854 -0.992
H 3.964 1.616 0.497 0.490
H 3.462 0.162 0.383 0.511
O -4.114 3.580 1.076 -0.964
H -3.529 3.364 0.339 0.480
H -4.872 3.001 0.954 0.487
O 0.249 1.182 5.529 -0.966
H -0.493 0.883 4.993 0.469
H 1.054 0.973 5.026 0.503
O 5.821 2.029 2.940 -0.947
H 5.241 1.577 2.320 0.473
H 5.337 2.018 3.770 0.470
O 2.483 -4.447 -1.666 -0.961
H 1.741 -4.536 -1.062 0.479
H 3.246 -4.288 -1.100 0.485
O 0.643 0.115 -5.990 -0.966
H 0.411 -0.666 -6.511 0.492
H 1.494 0.395 -6.334 0.471
O -0.309 -2.358 -7.312 -0.954
H -0.849 -2.692 -8.034 0.484
H -0.745 -2.664 -6.510 0.479
O -0.466 -0.995 7.473 -0.963
H 0.374 -1.382 7.732 0.464
H -0.228 -0.281 6.866 0.487
O 5.408 -1.170 2.214 -0.967
H 6.338 -1.212 2.455 0.474
H 5.359 -0.480 1.542 0.485
O -3.688 -3.508 3.627 -0.940
H -3.139 -2.719 3.571 0.467
H -4.583 -3.176 3.745 0.469
O -5.345 -1.840 -2.016 -0.930
H -4.641 -1.925 -1.367 0.462
H -5.741 -2.715 -2.072 0.470
O -2.627 6.055 1.675 -0.969
H -1.978 5.887 2.362 0.476
H -3.057 5.204 1.513 0.491
O -2.851 7.574 -0.922 -0.954
H -3.692 7.672 -1.375 0.460
H -3.050 7.070 -0.122 0.489
O 3.867 -7.052 -2.677 -0.949
H 3.381 -6.227 -2.795 0.481
H 3.392 -7.703 -3.199 0.466
```

Results
HOMO-LUMO gap ... 10.365 eV
Largest force on an atom ... 0.02684 Eh/bohr

A 2-piece molecular cluster, C3H4BrN overall at a distorted geometry, computed with wB97M-V/def2-TZVPD.

```
9
Properties=species:S:1:pos:R:3:nbo_charge:R:1
C 0.636 0.715 -1.333 -0.466
C -0.300 -0.131 0.961 -0.050
C 0.083 0.156 -0.327 0.310
N 0.604 -0.363 1.827 -0.508
Br -1.407 -1.920 -1.389 -0.427
H 0.324 0.404 -2.302 0.289
H 1.183 1.713 -1.518 0.279
H -1.393 -0.188 1.301 0.222
H 0.270 -0.384 2.780 0.351
```

Results
HOMO-LUMO gap (alpha / beta) ... 7.217 / 7.130 eV
Relative energy (zero: lowest compared OMol25 entry of this formula, charge and spin) ... 3.373 eV
Largest force on an atom ... 0.08770 Eh/bohr